{"formula": "C43H49BrN5O6SSbTl", "method": "ωB97M-V with the def2-TZVPD basis set", "multiplicity": 1, "total_charge": -1, "de_lowest_ev": 1.817, "orbital_gap_ev": [5.80, 5.10], "homo_ev": [-4.773, -4.073], "species": ["Tl", "O", "N", "O", "C", "C", "C", "C", "C", "C", "N", "C", "C", "N", "C", "C", "C", "C", "H", "H", "H", "H", "H", "H", "H", "C", "C", "C", "C", "C", "C", "C", "S", "O", "O", "N", "C", "C", "C", "C", "C", "N", "H", "H", "H", "H", "H", "H", "H", "H", "H", "H", "H", "C", "C", "C", "C", "Sb", "C", "C", "C", "C", "C", "C", "C", "C", "H", "H", "H", "H", "H", "H", "H", "H", "H", "H", "H", "H", "H", "H", "H", "H", "H", "H", "H", "H", "H", "H", "H", "H", "H", "H", "H", "Br", "C", "C", "C", "C", "C", "C", "C", "O", "O", "H", "H", "H", "H"], "coordinates": [[-0.60098, -0.95363, -0.03107], [6.86849, -0.66485, 2.82448], [6.23031, -1.45730, 3.49037], [6.68911, -2.10052, 4.41501], [4.79866, -1.62259, 3.18568], [4.00122, -1.88155, 4.23992], [2.59123, -2.00276, 4.06185], [1.72194, -2.27885, 5.13261], [0.38187, -2.39796, 4.88712], [-0.07659, -2.23415, 3.56768], [0.71733, -1.96474, 2.55649], [2.03617, -1.84726, 2.78334], [2.90966, -1.56687, 1.65241], [2.33013, -1.41797, 0.44767], [3.09167, -1.22449, -0.60567], [4.49267, -1.18820, -0.52836], [5.10040, -1.30430, 0.69061], [4.30328, -1.47672, 1.84050], [4.43499, -1.99114, 5.22438], [2.12648, -2.39947, 6.13072], [-0.32066, -2.61779, 5.67928], [-1.12798, -2.33933, 3.31798], [2.58559, -1.07637, -1.55386], [5.07322, -1.04995, -1.43018], [6.17412, -1.25062, 0.77541], [-1.92382, 5.33569, -4.77623], [-1.29026, 3.98230, -4.59972], [-0.26051, 3.79169, -3.68442], [0.28612, 2.53463, -3.47561], [-0.18965, 1.44822, -4.19382], [-1.20307, 1.62270, -5.12640], [-1.74869, 2.88256, -5.32010], [0.45537, -0.18149, -3.86884], [0.46231, -0.86900, -5.14362], [1.73989, 0.03803, -3.23575], [-0.51431, -0.78737, -2.78937], [-1.70683, -1.40621, -3.05195], [-2.23041, -1.77467, -4.31066], [-3.45017, -2.41161, -4.36241], [-4.15071, -2.69720, -3.19273], [-3.56718, -2.30913, -2.00241], [-2.40191, -1.67711, -1.93171], [-1.22547, 6.13475, -4.52646], [-2.79377, 5.44138, -4.12248], [-2.26364, 5.48459, -5.80177], [0.11202, 4.63516, -3.11294], [1.08214, 2.38630, -2.75919], [-1.55145, 0.77608, -5.70284], [-2.54282, 3.01495, -6.04681], [-1.65459, -1.59019, -5.20386], [-3.85578, -2.70237, -5.32496], [-5.10326, -3.20821, -3.20431], [-4.04511, -2.50964, -1.04787], [-1.71348, 1.25900, 2.97748], [-0.75073, 2.27784, 2.37912], [0.68599, 1.82948, 2.64433], [-0.97084, 3.64119, 3.03475], [-0.86801, 2.50804, 0.18415], [-3.03245, 2.46392, -0.22797], [-3.75344, 3.49917, 0.63168], [-3.67178, 1.09130, -0.03887], [-3.14866, 2.85870, -1.70077], [3.71423, 3.00280, -0.20146], [4.01724, 2.16883, 0.99445], [2.95894, 4.27652, -0.05272], [3.81201, 2.35334, -1.53704], [-1.50866, 1.15229, 4.05231], [-1.60436, 0.27367, 2.51953], [-2.75488, 1.56807, 2.87421], [0.85615, 1.73031, 3.72559], [1.40978, 2.55321, 2.26021], [0.89620, 0.86256, 2.18129], [-0.81287, 3.56256, 4.11939], [-1.98360, 4.01542, 2.87305], [-0.27243, 4.38879, 2.65066], [-3.73454, 3.23483, 1.69057], [-4.80735, 3.56054, 0.32773], [-3.31686, 4.49549, 0.52295], [-3.59185, 0.72546, 0.98488], [-3.22961, 0.34464, -0.69972], [-4.74070, 1.15551, -0.28618], [-2.73996, 3.85509, -1.88753], [-4.20483, 2.86486, -2.00014], [-2.62225, 2.15504, -2.35189], [4.02032, 2.75708, 1.91478], [4.98894, 1.67222, 0.90180], [3.27679, 1.36370, 1.12411], [3.23065, 4.79994, 0.86808], [1.86752, 4.11980, -0.01636], [3.14205, 4.94725, -0.89697], [3.01738, 1.61003, -1.70007], [4.75695, 1.81009, -1.64677], [3.73948, 3.07850, -2.35057], [-1.79418, -9.68260, 2.26964], [-1.66779, -7.84724, 1.77818], [-0.67164, -7.45008, 0.90240], [-0.58600, -6.11057, 0.55147], [-1.48169, -5.18336, 1.06911], [-2.47284, -5.60880, 1.94395], [-2.57498, -6.94440, 2.30586], [-1.37210, -3.71541, 0.69183], [-2.17438, -2.91883, 1.22732], [-0.44879, -3.41311, -0.10666], [0.02320, -8.17591, 0.50266], [0.17672, -5.75934, -0.13066], [-3.16302, -4.87133, 2.33227], [-3.34572, -7.28150, 2.98553]]}


{"formula": "C43H49N11O6", "method": "ωB97M-V with the def2-TZVPD basis set", "multiplicity": 1, "smiles": "C[N+](=O)[O-].C[N+](=O)[O-].C[N+](=O)[O-].c1ccncc1.c1ccncc1.c1ccncc1.c1ccncc1.c1ccncc1.c1ccncc1.c1ccncc1.c1ccncc1", "total_charge": 0, "de_lowest_ev": 0.000, "orbital_gap_ev": 9.33, "homo_ev": -9.225, "species": ["C", "N", "O", "O", "H", "H", "H", "C", "N", "O", "O", "H", "H", "H", "C", "N", "O", "O", "H", "H", "H", "C", "C", "C", "N", "C", "C", "H", "H", "H", "H", "H", "C", "C", "C", "N", "C", "C", "H", "H", "H", "H", "H", "C", "C", "C", "N", "C", "C", "H", "H", "H", "H", "H", "C", "C", "C", "N", "C", "C", "H", "H", "H", "H", "H", "C", "C", "C", "N", "C", "C", "H", "H", "H", "H", "H", "C", "C", "C", "N", "C", "C", "H", "H", "H", "H", "H", "C", "C", "C", "N", "C", "C", "H", "H", "H", "H", "H", "C", "C", "C", "N", "C", "C", "H", "H", "H", "H", "H"], "coordinates": [[3.39581, 1.74431, -2.85874], [3.32732, 0.42388, -3.49389], [2.54102, 0.27196, -4.45615], [4.08247, -0.38725, -3.08041], [3.64025, 2.56924, -3.56539], [4.10402, 1.60617, -2.07234], [2.40815, 1.91732, -2.48756], [-5.62633, 0.81185, -0.35939], [-4.94734, 0.98618, -1.68509], [-4.51119, 2.08481, -1.95600], [-4.82198, 0.01330, -2.38201], [-6.57032, 1.38276, -0.44759], [-4.99305, 1.31594, 0.33904], [-5.75575, -0.25491, -0.37060], [2.75589, 0.99950, 3.49221], [1.31426, 1.47202, 3.41880], [0.63891, 1.02472, 2.45401], [0.90600, 2.32552, 4.17927], [3.18203, 0.94658, 2.49101], [2.75541, -0.00478, 3.94820], [3.24131, 1.67701, 4.18977], [1.47801, 5.37390, -0.74622], [0.79766, 4.17397, -0.57694], [1.09750, 3.42898, 0.54510], [2.00629, 3.80473, 1.40812], [2.73208, 4.88372, 1.25292], [2.39509, 5.73822, 0.18748], [1.23892, 6.05248, -1.55427], [0.00538, 3.86041, -1.23788], [0.57937, 2.54091, 0.76733], [3.62328, 4.99800, 1.89907], [2.99359, 6.65903, 0.12582], [4.95013, -3.30123, 0.97715], [4.13691, -2.88634, -0.09563], [3.53819, -3.87050, -0.89165], [3.67826, -5.18640, -0.67874], [4.42157, -5.55541, 0.33919], [5.05185, -4.65519, 1.21977], [5.27673, -2.53709, 1.64598], [3.98496, -1.80437, -0.30892], [2.96261, -3.56055, -1.76829], [4.42989, -6.65121, 0.42063], [5.52686, -4.98572, 2.12985], [0.33436, -4.32355, -2.77867], [-0.95201, -3.99472, -2.27043], [-1.44763, -4.76402, -1.19237], [-0.82240, -5.82887, -0.72211], [0.41229, -6.08435, -1.15376], [0.98581, -5.41148, -2.27218], [0.78849, -3.73698, -3.60867], [-1.56682, -3.25648, -2.79080], [-2.45663, -4.47300, -0.86311], [1.04285, -6.85580, -0.68178], [2.00760, -5.65299, -2.39798], [-1.13817, 2.63607, -5.20014], [-1.76795, 3.18457, -4.12894], [-1.32711, 4.38262, -3.55972], [-0.24717, 5.02079, -3.99572], [0.32268, 4.52406, -5.11591], [-0.04443, 3.39360, -5.72647], [-1.53229, 1.71612, -5.55507], [-2.56695, 2.60930, -3.60454], [-1.88888, 4.87159, -2.75979], [1.30507, 5.00681, -5.36064], [0.52258, 2.98555, -6.49544], [0.80689, -0.95948, -1.44880], [0.35822, -0.29081, -0.38152], [-0.80843, 0.45666, -0.43899], [-1.57464, 0.45602, -1.53578], [-1.11387, -0.23480, -2.60478], [0.05009, -0.94170, -2.61299], [1.72084, -1.51423, -1.29844], [0.85044, -0.26717, 0.56534], [-1.17698, 1.00200, 0.41131], [-1.72772, -0.21310, -3.49189], [0.33182, -1.46480, -3.56305], [-3.95321, -2.51920, 2.25704], [-4.47987, -2.09204, 3.46291], [-3.81288, -1.02654, 4.09207], [-2.70477, -0.49457, 3.65036], [-2.17856, -0.87310, 2.50656], [-2.76546, -1.89358, 1.80584], [-4.30514, -3.39671, 1.70143], [-5.42018, -2.54896, 3.83988], [-4.17676, -0.66019, 5.09264], [-1.19167, -0.38488, 2.25180], [-2.39639, -2.23328, 0.89745], [-1.92771, 5.37643, 2.38888], [-2.00851, 4.13682, 3.03701], [-2.67452, 3.13448, 2.33662], [-3.36457, 3.32964, 1.22200], [-3.39203, 4.58035, 0.68731], [-2.69069, 5.57868, 1.23061], [-1.50867, 6.27762, 2.85303], [-1.50484, 3.92991, 3.96716], [-2.49908, 2.15313, 2.66969], [-4.01904, 4.66927, -0.18262], [-2.68591, 6.53303, 0.72701], [0.67038, -4.98031, 2.73912], [0.81353, -3.82681, 1.96371], [1.05464, -2.62752, 2.60081], [1.29409, -2.51915, 3.92272], [1.12293, -3.57816, 4.64200], [0.81499, -4.83577, 4.11732], [0.34268, -5.92209, 2.31168], [0.68628, -3.86474, 0.86800], [1.17943, -1.63340, 2.12198], [1.36660, -3.55561, 5.65358], [0.66291, -5.65661, 4.84128]]}


{"formula": "C43H49N4O2W", "method": "ωB97M-V with the def2-TZVPD basis set", "multiplicity": 3, "total_charge": 3, "orbital_gap_ev": [6.49, 6.43], "homo_ev": [-16.376, -16.610], "s_squared": 2.032, "species": ["W", "C", "C", "C", "C", "C", "C", "C", "C", "C", "C", "H", "H", "H", "H", "H", "H", "H", "H", "H", "H", "H", "H", "H", "H", "H", "O", "C", "O", "C", "C", "C", "C", "C", "C", "N", "C", "C", "C", "C", "C", "C", "N", "H", "H", "H", "H", "H", "H", "H", "H", "H", "H", "C", "C", "C", "C", "C", "C", "C", "C", "N", "C", "C", "C", "C", "N", "C", "C", "C", "C", "C", "C", "C", "C", "H", "H", "H", "H", "H", "H", "H", "H", "H", "H", "H", "H", "H", "H", "H", "H", "H", "H", "H", "H", "H", "H", "H", "H"], "coordinates": [[0.06825, 0.61139, -0.23217], [1.64622, 2.14131, -1.17428], [2.20569, 1.72823, 0.06989], [1.33987, 2.16284, 1.11018], [0.33717, 3.00461, 0.50946], [0.46762, 2.91241, -0.89644], [-0.21048, 3.79411, -1.89720], [-0.29533, 4.15097, 1.22985], [1.69090, 2.19001, 2.56594], [3.61555, 1.27050, 0.24958], [2.36198, 2.13286, -2.48450], [0.39874, 4.69254, -2.02741], [-1.19937, 4.10996, -1.57252], [-0.29541, 3.33349, -2.87830], [0.52916, 4.69499, 1.69807], [-0.98240, 3.89027, 2.02139], [-0.79028, 4.82784, 0.53904], [1.91846, 3.22057, 2.85313], [2.57017, 1.58703, 2.78062], [0.87235, 1.86117, 3.20144], [4.22415, 2.17737, 0.31525], [3.98557, 0.69566, -0.59569], [3.77423, 0.69833, 1.15792], [3.01082, 3.01342, -2.51219], [1.68806, 2.20326, -3.33587], [3.00832, 1.26503, -2.61072], [4.92825, -3.31180, 4.10306], [5.05292, -3.45426, 2.78167], [5.87465, -4.17609, 2.30728], [4.11312, -2.68122, 1.87251], [4.41764, -2.73207, 0.51196], [3.61935, -2.09897, -0.41948], [2.48047, -1.41397, 0.00617], [2.18127, -1.34269, 1.35679], [2.99143, -1.97291, 2.28920], [1.57789, -0.75049, -0.89386], [1.63498, -0.91682, -2.17136], [0.64930, -0.26647, -3.02040], [0.65231, -0.42211, -4.39273], [-0.33388, 0.21429, -5.14065], [-1.28763, 0.96826, -4.47759], [-1.24048, 1.06516, -3.09192], [-0.29174, 0.46570, -2.36682], [4.26922, -2.65970, 4.37048], [5.29995, -3.27892, 0.20790], [3.91154, -2.15147, -1.45614], [1.28105, -0.80570, 1.69275], [2.71140, -1.91713, 3.33262], [2.37977, -1.54935, -2.63650], [1.41646, -1.02323, -4.86281], [-0.35375, 0.12292, -6.21714], [-2.07420, 1.47730, -5.01522], [-1.98022, 1.64209, -2.54953], [-3.44206, 2.47931, 0.18089], [-2.94874, 2.52330, 1.60017], [-3.50797, 3.42159, 2.50004], [-3.08774, 3.45421, 3.82178], [-2.13246, 2.55483, 4.26526], [-1.58287, 1.60425, 3.40686], [-0.71000, 0.52002, 3.98511], [-1.96874, 1.64952, 2.06943], [-1.55081, 0.58164, 1.16507], [-2.33268, -0.47300, 1.28843], [-3.50935, -0.59794, 2.19446], [-2.00061, -1.59480, 0.42663], [-2.81276, -2.84228, 0.50000], [-0.98173, -1.39511, -0.35882], [-0.79584, -2.41601, -1.38996], [-1.61915, -2.34277, -2.52239], [-2.87217, -1.50577, -2.58014], [-1.36266, -3.21595, -3.57208], [-0.36997, -4.17877, -3.47544], [0.29711, -4.34809, -2.27472], [0.06727, -3.49976, -1.19387], [0.57719, -3.92138, 0.15969], [-3.79711, 3.45903, -0.13281], [-4.28097, 1.78673, 0.07981], [-2.65586, 2.15566, -0.51737], [-4.27426, 4.10296, 2.15739], [-3.52009, 4.16532, 4.51031], [-1.83730, 2.55125, 5.30587], [0.02153, 0.93254, 4.67845], [-0.17738, -0.05601, 3.22362], [-1.31966, -0.17565, 4.56447], [-3.83369, 0.34445, 2.61985], [-3.27173, -1.28027, 3.01444], [-4.33955, -1.05014, 1.65377], [-2.85999, -3.18123, 1.53646], [-2.41191, -3.63857, -0.11703], [-3.84125, -2.64427, 0.19198], [-2.87246, -0.64884, -1.90474], [-3.72252, -2.13309, -2.30415], [-3.06980, -1.15488, -3.59019], [-1.98377, -3.17007, -4.45571], [-0.18268, -4.85065, -4.30086], [0.96347, -5.18951, -2.14091], [1.65987, -4.02920, 0.18729], [0.16119, -4.90558, 0.38080], [0.27154, -3.24752, 0.95812]]}


| no. | energy (Eh) |
| --- | --- |
| 1 | -5778.1073 |
| 2 | -2721.3027 |
| 3 | -2103.6856 |